Record 1
Computed, not measured: a 8-piece molecular cluster, C53H80Br2ClF13N2O17S8 overall in a non-equilibrium geometry, with ωB97M-V with the def2-TZVPD basis set.

The HOMO-LUMO gap comes out at 6.35 eV. The spin multiplicity is 1. The max |F| is 5.6 eV Å⁻¹. As for the SMILES: CCN(CCC1=C(N)C(=O)c2c(Cl)c(CCC(F)(F)C(F)(F)C(F)(F)C(F)(F)S(F)(F)(F)(F)F)cc([C@@H](Br)[C@@H](C)Br)c2C1=O)C(C)=O.O=S1(=O)CCCC1.O=S1(=O)CCCC1.O=S1(=O)CCCC1.O=S1(=O)CCCC1.O=S1(=O)CCCC1.O=S1(=O)CCCC1.O=S1(=O)CCCC1. As for the LUMO energy: -1.7985 eV. For the calculated total energy, the calculation gives -368647.053 eV.

Atoms and positions in Å:
C1 5.1914 -0.3594 3.5551
C2 4.5556 -1.5854 2.7376
N1 3.0716 -1.5008 2.4991
C3 2.8047 -1.4403 1.0302
C4 3.0307 -2.8780 0.2831
C5 1.5361 -3.3531 -0.1353
C6 1.0093 -2.8018 -1.3545
N2 1.7437 -1.8765 -2.2299
C7 -0.4986 -3.2280 -1.7497
O1 -0.8382 -3.4455 -2.9361
C8 -1.4860 -3.3901 -0.4789
C9 -2.9687 -2.9318 -0.5747
Cl1 -3.6183 -2.2430 -2.1464
C10 -3.8372 -3.0856 0.7202
C11 -5.3787 -2.5765 0.6993
C12 -5.5645 -1.7798 2.1191
C13 -6.7741 -0.7322 2.1067
F1 -7.5958 -1.1177 3.2428
F2 -7.5767 -1.0442 0.9769
C14 -6.4010 0.8009 2.3193
F3 -5.1614 0.9537 3.0384
F4 -7.3603 1.3017 3.2857
C15 -6.5535 1.8141 1.1042
F5 -6.5060 3.1365 1.6747
F6 -7.9401 1.7462 0.6954
C16 -5.7160 1.6234 -0.2149
F7 -6.1318 2.6904 -1.0911
F8 -6.0709 0.4502 -0.9638
S1 -3.8563 1.6780 -0.1512
F9 -3.7135 0.2474 0.6746
F10 -3.7557 2.6359 1.1894
F11 -3.8458 3.1003 -1.0840
F12 -3.8248 0.8446 -1.6266
F13 -2.1873 1.7186 -0.2294
C17 -3.2573 -3.7174 2.0383
C18 -1.7604 -4.1878 2.1457
C19 -1.1275 -4.8343 3.4642
Br1 -1.6679 -3.8520 5.1420
C20 -1.4627 -6.4306 3.5683
C21 -2.9285 -6.7287 4.1552
Br2 -1.3732 -7.3501 1.7904
C22 -0.9037 -3.9812 0.8592
C23 0.6692 -4.3534 0.7875
O2 1.1838 -5.3440 1.3565
C24 2.4957 -0.3428 3.2153
C25 2.0079 -0.4198 4.7591
O3 2.3781 0.8108 2.6802
H1 6.3345 -0.5491 3.5903
H2 5.0696 0.6599 3.0457
H3 4.8676 -0.3170 4.6611
H4 4.7345 -2.5300 3.3697
H5 5.0911 -1.6501 1.7277
H6 3.4042 -0.5918 0.5530
H7 1.6925 -1.1390 0.9181
H8 3.5101 -3.6119 1.0108
H9 3.6496 -2.6473 -0.6436
H10 1.1029 -1.7346 -3.0410
H11 2.6104 -2.3500 -2.5789
H12 -6.1315 -3.4429 0.6992
H13 -5.4679 -1.8944 -0.2079
H14 -5.7880 -2.6191 2.8826
H15 -4.5481 -1.3617 2.4068
H16 -3.8966 -3.8497 2.9854
H17 0.0260 -4.7813 3.4670
H18 -0.6532 -6.9374 4.2176
H19 -3.1003 -7.8683 4.1316
H20 -3.6993 -6.2510 3.4640
H21 -2.9972 -6.4098 5.2472
H22 2.8812 -0.4217 5.4976
H23 1.4032 -1.3723 4.9546
H24 1.3482 0.4755 5.0409
C26 -1.4176 3.9889 4.7302
C27 -1.6556 4.8351 5.9831
C28 -1.0095 4.1024 7.1602
S2 0.3422 3.1473 6.4769
O4 0.0406 1.7410 6.6390
O5 1.5982 3.7204 6.9102
C29 0.0523 3.5929 4.7714
H25 -1.6590 4.5385 3.8178
H26 -2.0486 3.0943 4.7638
H27 -1.1851 5.8156 5.8558
H28 -2.7205 5.0035 6.1604
H29 -0.6193 4.7984 7.9033
H30 -1.7091 3.4092 7.6307
H31 0.2894 2.7503 4.1211
H32 0.6927 4.4407 4.5350
C30 -3.5048 2.1403 -4.4877
C31 -3.2183 3.5801 -4.0569
C32 -1.8469 3.9623 -4.6171
S3 -1.6182 2.9797 -6.0950
O6 -0.5233 2.0632 -5.8737
O7 -1.6799 3.8411 -7.2546
C33 -3.1498 2.0732 -5.9674
H33 -4.5467 1.8643 -4.3122
H34 -2.8718 1.4518 -3.9189
H35 -3.9840 4.2438 -4.4722
H36 -3.2444 3.6897 -2.9710
H37 -1.7983 5.0206 -4.8757
H38 -1.0460 3.7130 -3.9186
H39 -3.0108 1.0552 -6.3304
H40 -3.8954 2.5911 -6.5749
C34 5.0330 1.1077 -5.1505
C35 5.8220 -0.1350 -5.5677
C36 6.2434 -0.8616 -4.2889
S4 5.0104 -0.4592 -3.0565
O8 5.6374 0.3214 -2.0157
O9 4.2220 -1.6389 -2.7669
C37 4.0516 0.6361 -4.0868
H41 4.5178 1.5637 -5.9972
H42 5.7111 1.8493 -4.7291
H43 5.1811 -0.7887 -6.1688
H44 6.6902 0.1237 -6.1781
H45 6.2735 -1.9426 -4.4311
H46 7.2102 -0.5073 -3.9271
H47 3.6444 1.4499 -3.4871
H48 3.2409 0.0529 -4.5301
C38 -11.3353 -3.4567 -1.4527
C39 -11.5627 -2.6040 -0.2027
C40 -10.9046 -3.3287 0.9730
S5 -9.5605 -4.2858 0.2814
O10 -9.8565 -5.6885 0.4559
O11 -8.3015 -3.7059 0.6941
C41 -9.8645 -3.8508 -1.4219
H49 -11.5854 -2.9126 -2.3658
H50 -11.9643 -4.3518 -1.4089
H51 -11.0943 -1.6240 -0.3403
H52 -12.6257 -2.4355 -0.0164
H53 -10.5080 -2.6268 1.7076
H54 -11.5977 -4.0199 1.4556
H55 -9.6323 -4.6964 -2.0688
H56 -9.2241 -3.0009 -1.6687
C42 3.5296 -6.0619 -3.8628
C43 4.8292 -6.7881 -4.2174
C44 5.8556 -6.4463 -3.1354
S6 4.9200 -6.1103 -1.6472
O12 5.0907 -4.7184 -1.3010
O13 5.1412 -7.1745 -0.6949
C45 3.3057 -6.3163 -2.3780
H57 2.6892 -6.4187 -4.4618
H58 3.6446 -4.9883 -4.0461
H59 4.6513 -7.8684 -4.2285
H60 5.1925 -6.5060 -5.2083
H61 6.5398 -7.2756 -2.9527
H62 6.4204 -5.5475 -3.3894
H63 2.6000 -5.6200 -1.9239
H64 2.9873 -7.3456 -2.1986
C46 5.4797 7.0001 -5.0746
C47 6.9787 6.7261 -4.9373
C48 7.1479 5.2321 -4.6539
S7 5.7428 4.4186 -5.4059
O14 4.9330 3.8399 -4.3588
O15 6.1900 3.6541 -6.5490
C49 4.9404 5.9034 -5.9834
H65 5.2849 7.9929 -5.4854
H66 5.0019 6.9408 -4.0913
H67 7.4833 6.9828 -5.8745
H68 7.4293 7.3305 -4.1469
H69 8.0678 4.8412 -5.0899
H70 7.1257 5.0231 -3.5829
H71 3.8583 5.7890 -5.9236
H72 5.2451 6.0656 -7.0197
C50 4.8962 6.2905 3.7309
C51 5.3484 6.8755 5.0705
C52 4.4686 6.2600 6.1607
S8 3.9626 4.6562 5.5488
O16 2.5325 4.6717 5.3461
O17 4.6210 3.6241 6.3159
C53 4.7623 4.7906 3.9587
H73 5.6059 6.5128 2.9311
H74 3.9265 6.7153 3.4510
H75 6.3956 6.6102 5.2486
H76 5.2809 7.9659 5.0789
H77 5.0154 6.1340 7.0958
H78 3.5697 6.8546 6.3328
H79 4.1627 4.2918 3.1974
H80 5.7429 4.3152 4.0368

Record 2
Computed, not measured: C53H87B2GeHgN12S6Se as an isolated structure, with ωB97M-V with the def2-TZVPD basis set.

The HOMO-LUMO gap (spin up / spin down) comes out at 5.25 / 6.37 eV. The spin multiplicity is 2. The max |F| is 0.4 eV Å⁻¹. The expectation value of S² is 0.770. As for the LUMO energy (spin up / spin down): -0.0285 / -0.2585 eV. For the calculated total energy, the calculation gives -266662.526 eV.

Atoms and positions in Å:
Hg1 -1.0849 -0.7220 -0.5145
C1 4.3091 -0.7829 0.0857
C2 3.5582 0.4086 -0.4080
C3 4.1529 1.4091 -1.1036
C4 3.3797 2.4970 -1.5953
N1 2.1160 2.5853 -1.3253
N2 1.5279 1.6166 -0.5944
B1 0.1371 2.0036 -0.2149
N3 -0.6507 2.7409 -1.1986
N4 -1.0480 3.9628 -0.7785
C5 -1.8152 4.6713 -1.5574
C6 -2.2495 4.1883 -2.8108
C7 -1.8742 2.9312 -3.2221
C8 -2.3540 2.3483 -4.5132
C9 -1.0364 2.1823 -2.3786
S1 -0.5070 0.5922 -2.7213
C10 -2.1474 6.0579 -1.0118
C11 -0.8377 6.8499 -0.9054
C12 -2.7662 5.9115 0.3826
C13 -3.1146 6.8107 -1.9228
N5 -0.1006 2.3050 1.2171
N6 0.9466 2.9002 1.8340
C14 0.7902 3.2919 3.0554
C15 -0.4306 3.0554 3.7579
C16 -1.4947 2.4990 3.1367
C17 -2.7850 2.2239 3.8294
C18 -1.3455 2.1436 1.7482
S2 -2.5971 1.5458 0.8075
C19 1.9378 4.0418 3.7105
C20 1.4212 5.4128 4.1683
C21 2.4409 3.2452 4.9196
C22 3.0853 4.2498 2.7236
C23 2.1431 0.4930 -0.1760
S3 1.3053 -0.7700 0.5443
C24 3.9497 3.6539 -2.4077
C25 3.9211 4.9086 -1.5253
C26 5.3846 3.3740 -2.8516
C27 3.0696 3.8774 -3.6416
H1 5.3791 -0.6554 -0.0725
H2 3.9651 -1.6766 -0.4372
H3 4.1118 -0.9528 1.1446
H4 5.2150 1.3624 -1.2997
H5 -2.9093 4.7784 -3.4284
H6 -3.0576 3.0228 -4.9987
H7 -2.8344 1.3847 -4.3364
H8 -1.5172 2.1593 -5.1880
H9 -0.1349 6.3332 -0.2525
H10 -1.0343 7.8440 -0.5007
H11 -0.3712 6.9654 -1.8859
H12 -2.1334 5.2934 1.0179
H13 -3.7500 5.4429 0.3255
H14 -2.8791 6.8938 0.8447
H15 -2.7053 6.9469 -2.9248
H16 -3.3016 7.8018 -1.5068
H17 -4.0737 6.2970 -2.0047
H18 -0.4913 3.2949 4.8120
H19 -2.7547 2.5965 4.8520
H20 -2.9722 1.1485 3.8372
H21 -3.6127 2.6866 3.2919
H22 0.6265 5.3232 4.9095
H23 1.0325 5.9806 3.3211
H24 2.2363 5.9828 4.6169
H25 1.6551 3.0926 5.6607
H26 3.2582 3.7818 5.4046
H27 2.8077 2.2655 4.6098
H28 2.7543 4.8090 1.8491
H29 3.4847 3.2985 2.3734
H30 3.8849 4.8079 3.2142
H31 4.5721 4.7918 -0.6563
H32 2.9079 5.0963 -1.1694
H33 4.2627 5.7747 -2.0940
H34 6.0667 3.3060 -2.0026
H35 5.7316 4.1913 -3.4848
H36 5.4555 2.4504 -3.4293
H37 2.0398 4.0753 -3.3473
H38 3.0749 2.9990 -4.2906
H39 3.4430 4.7292 -4.2120
C28 1.9694 -1.1154 5.4522
C29 0.7209 -1.7012 6.1092
C30 1.1532 -2.5668 7.2929
C31 -0.2063 -0.6039 6.6304
N7 0.0083 -2.5510 5.1191
C32 -0.1597 -3.9232 5.2298
C33 -0.6687 -4.3599 4.0675
N8 -0.7986 -3.2821 3.2065
B2 -1.1854 -3.2891 1.7062
N9 -2.7083 -3.6210 1.5518
C34 -3.2937 -4.7233 2.1415
C35 -4.6256 -4.6291 2.0040
N10 -4.8842 -3.4514 1.3243
C36 -3.6903 -2.8591 1.0239
S4 -3.5499 -1.4544 0.0782
C37 -6.2466 -2.9753 0.9553
C38 -6.4850 -1.5830 1.5393
C39 -7.2843 -3.9217 1.5600
C40 -6.4112 -2.9935 -0.5645
N11 -0.3819 -4.3827 0.9195
C41 0.3253 -5.4607 1.4132
C42 0.6477 -6.2636 0.3833
N12 0.1533 -5.6793 -0.7706
C43 -0.4462 -4.5000 -0.4251
S5 -1.1015 -3.3630 -1.5088
C44 0.1251 -6.3434 -2.1067
C45 0.7242 -7.7444 -1.9791
C46 -1.3247 -6.4846 -2.5692
C47 0.9581 -5.5530 -3.1092
C48 -0.4179 -2.1508 3.8801
S6 -0.5758 -0.5655 3.3368
H40 2.5294 -0.5359 6.1875
H41 1.6995 -0.4690 4.6201
H42 2.6087 -1.9177 5.0792
H43 1.6449 -1.9198 8.0182
H44 1.8649 -3.3384 6.9974
H45 0.3017 -3.0331 7.7895
H46 0.3055 -0.0547 7.4218
H47 -1.1161 -1.0423 7.0435
H48 -0.4838 0.0834 5.8341
H49 0.0650 -4.4758 6.1191
H50 -0.9694 -5.3584 3.8143
H51 -0.9659 -2.2166 1.2629
H52 -2.7180 -5.5048 2.5978
H53 -5.3925 -5.2958 2.3412
H54 -6.4129 -1.6128 2.6271
H55 -7.4889 -1.2555 1.2668
H56 -5.7677 -0.8589 1.1634
H57 -7.1932 -3.9848 2.6447
H58 -7.2224 -4.9239 1.1351
H59 -8.2714 -3.5239 1.3302
H60 -5.7850 -2.2452 -1.0430
H61 -7.4538 -2.7913 -0.8114
H62 -6.1435 -3.9734 -0.9616
H63 0.5900 -5.5566 2.4483
H64 1.1979 -7.1817 0.3875
H65 0.1785 -8.3592 -1.2630
H66 1.7776 -7.7158 -1.6990
H67 0.6540 -8.2253 -2.9539
H68 -1.9162 -6.9947 -1.8068
H69 -1.3490 -7.0803 -3.4818
H70 -1.7760 -5.5166 -2.7704
H71 2.0002 -5.5254 -2.7894
H72 0.5942 -4.5334 -3.2168
H73 0.9109 -6.0464 -4.0806
C49 3.3656 -1.7220 -6.9657
Ge1 2.2137 -0.4211 -6.0700
C50 2.4735 1.3526 -6.8619
C51 0.3413 -0.9448 -6.2159
C52 2.6840 -0.3031 -4.1729
Se1 1.9280 -1.7619 -3.1050
C53 3.5550 -2.8269 -3.0028
H74 3.1495 -1.7453 -8.0338
H75 3.1955 -2.7207 -6.5628
H76 4.4176 -1.4685 -6.8338
H77 2.3059 1.3290 -7.9384
H78 3.4855 1.7162 -6.6809
H79 1.7718 2.0615 -6.4214
H80 -0.0361 -0.7729 -7.2241
H81 -0.2581 -0.3668 -5.5113
H82 0.2234 -1.9987 -5.9688
H83 2.2669 0.6201 -3.7631
H84 3.7619 -0.2885 -4.0036
H85 3.8584 -3.1692 -3.9907
H86 3.3352 -3.6839 -2.3700
H87 4.3553 -2.2430 -2.5513

| no. | molecular weight (g mol⁻¹) |
| --- | --- |
| 1 | 1715.991 |
| 2 | 1458.549 |